This record from the Open Molecules 2025 dataset describes an isolated molecule of C25H32N6O6 in a non-equilibrium geometry. The level of theory is ωB97M-V/def2-TZVPD.

XYZ file:
```
69
Properties=species:S:1:pos:R:3:forces:R:3
C 2.852 4.575 5.950 0.10 -0.08 0.22
H 3.065 5.531 6.425 0.00 -0.09 0.01
O 2.288 4.891 4.701 -0.17 -0.05 -0.41
C 1.923 3.874 3.879 -0.05 0.17 -0.06
C 2.054 2.526 4.165 0.05 0.22 0.17
C 1.647 1.565 3.250 -0.11 0.00 -0.30
C 1.097 1.936 2.036 0.16 -0.08 0.15
C 0.968 3.292 1.736 0.08 0.25 0.06
C 1.371 4.262 2.636 0.06 0.07 0.15
O 1.281 5.600 2.426 0.15 -0.26 0.33
C 0.735 6.053 1.210 -0.09 0.07 -0.23
H 0.763 7.140 1.266 -0.02 -0.07 -0.05
H 1.328 5.719 0.353 -0.03 -0.01 0.03
H -0.301 5.723 1.084 0.04 -0.02 0.00
H 0.555 3.579 0.784 -0.07 0.08 -0.09
C 0.656 0.870 1.069 -0.08 -0.25 -0.23
N -0.691 0.342 1.341 0.41 0.16 0.14
C -1.046 -0.658 0.507 -0.29 -0.23 0.27
O -0.251 -1.152 -0.271 -0.01 -0.13 -0.17
C -2.496 -1.153 0.575 0.21 0.39 0.07
N -2.670 -2.188 -0.391 -0.25 -0.73 -0.20
N -2.892 -1.972 -1.660 -0.07 1.19 -0.01
N -2.931 -3.114 -2.243 -0.05 -0.69 -0.55
C -2.720 -4.043 -1.285 0.00 1.01 0.38
N -2.553 -3.464 -0.096 0.10 -0.66 -0.01
C -2.691 -5.459 -1.496 0.22 -0.98 1.05
C -2.490 -6.478 -0.599 -0.11 0.85 -0.47
C -2.566 -7.671 -1.346 -0.13 0.02 -0.70
C -2.808 -7.301 -2.641 0.13 -0.92 0.51
O -2.884 -5.962 -2.734 -0.07 0.34 -0.30
C -2.988 -8.107 -3.877 -0.01 0.40 0.04
H -2.905 -9.164 -3.643 0.00 -0.04 0.02
H -3.964 -7.911 -4.317 -0.06 -0.06 -0.07
H -2.231 -7.842 -4.614 0.04 -0.05 -0.08
H -2.458 -8.671 -0.977 0.01 -0.23 -0.01
H -2.311 -6.369 0.450 0.04 0.09 0.22
H -2.721 -1.576 1.557 -0.05 0.10 -0.14
H -3.163 -0.320 0.335 0.06 -0.16 0.13
C -1.590 1.008 2.254 -0.47 0.40 -0.08
H -2.321 0.282 2.609 0.05 0.03 0.05
H -1.013 1.364 3.111 -0.15 -0.12 0.01
C -2.321 2.211 1.609 0.20 -0.04 0.31
O -2.798 1.926 0.326 -0.12 -0.13 -0.40
H -2.036 1.967 -0.284 -0.06 0.06 0.17
H -3.188 2.461 2.227 0.11 0.05 0.03
H -1.647 3.074 1.591 -0.07 -0.05 0.04
H 1.341 0.016 1.148 -0.06 0.21 -0.06
C 0.638 1.359 -0.392 0.63 -0.39 0.40
O -0.254 2.087 -0.802 -0.41 0.25 -0.21
N 1.667 0.958 -1.141 0.27 0.12 -0.02
H 2.263 0.224 -0.790 -0.15 0.01 0.19
C 1.694 1.151 -2.580 -0.11 0.31 -0.11
H 1.123 2.061 -2.772 0.11 -0.12 0.01
C 3.143 1.250 -3.069 0.03 -0.06 0.06
C 3.507 -0.183 -3.446 -0.01 0.09 -0.20
H 4.379 -0.235 -4.096 0.09 -0.06 0.06
C 2.236 -0.687 -4.126 0.04 -0.07 0.03
H 2.180 -1.774 -4.152 -0.02 -0.04 -0.10
H 2.204 -0.320 -5.153 0.03 -0.03 -0.06
C 1.093 -0.072 -3.309 -0.10 -0.03 -0.09
H 0.256 0.217 -3.942 -0.08 -0.02 0.02
H 0.714 -0.777 -2.569 -0.06 0.02 -0.02
H 3.713 -0.771 -2.550 0.07 -0.08 0.07
H 3.797 1.675 -2.308 0.00 0.12 -0.02
H 3.186 1.885 -3.954 0.02 0.04 -0.04
H 1.760 0.520 3.496 0.02 -0.14 0.01
H 2.477 2.204 5.103 0.05 0.03 0.11
H 3.784 4.011 5.840 -0.05 0.01 0.00
H 2.155 4.007 6.575 0.03 0.01 -0.03
```
Forces are in eV/Å.

Energy above the lowest of the compared OMol25 structures with the same formula, charge and spin: 0.7649 eV
E_LUMO: 0.6 eV
SMILES: COc1ccc([C@H](C(=O)NC2CCCC2)N(CCO)C(=O)Cn2nnc(-c3ccc(C)o3)n2)cc1OC
HOMO-LUMO gap: 8.518 eV

This record from the Open Molecules 2025 dataset describes a structure of composition C25H33CeO2Se in a non-equilibrium geometry. The level of theory is ωB97M-V/def2-TZVPD.

XYZ file:
```
62
Properties=species:S:1:pos:R:3:forces:R:3
O -0.102 1.509 -1.625 0.16 0.07 0.01
C 0.839 2.080 -2.615 0.12 -0.66 0.44
C -0.229 2.984 -3.215 -0.04 0.10 0.38
H 1.106 1.253 -3.280 0.53 0.37 0.24
H 1.694 2.564 -2.108 -0.34 -0.32 -0.41
C -1.163 2.406 -2.117 -0.54 0.29 -0.09
H -0.486 2.627 -4.230 -0.09 0.66 0.51
H -0.058 4.072 -3.154 -0.05 -0.56 -0.22
C -2.350 1.690 -2.719 -0.06 -0.51 -0.12
H -2.027 0.929 -3.447 -0.20 0.56 0.18
H -3.002 2.444 -3.199 0.25 -0.46 0.15
H -2.917 1.144 -1.963 -0.12 0.22 -0.11
C -1.599 3.315 -0.976 0.09 0.01 -0.11
H -0.724 3.787 -0.513 -0.22 0.23 -0.25
H -2.063 2.706 -0.187 0.01 0.19 -0.27
H -2.340 4.055 -1.326 0.45 -0.19 0.23
Ce 0.216 -0.378 0.633 0.77 0.59 0.40
C 0.845 1.160 2.711 0.63 -0.10 -0.10
C 1.961 0.319 2.455 0.16 0.44 0.06
C 2.607 0.781 1.268 -0.61 0.17 0.22
H 2.296 -0.494 3.088 -0.06 0.36 -0.15
C 1.864 1.899 0.780 0.09 -0.33 0.59
C 0.785 2.138 1.675 0.21 -0.48 -0.29
H 0.076 2.965 1.616 0.22 -0.37 -0.07
H 0.207 1.084 3.589 0.28 0.19 -0.34
H 3.559 0.402 0.899 -0.40 0.04 -0.11
H 2.138 2.523 -0.065 -0.17 -0.26 0.18
C -1.490 -0.528 2.593 -0.35 -0.22 -0.36
C -1.864 0.633 1.851 -0.55 -0.48 -0.29
C -2.413 0.201 0.612 0.07 -0.30 0.65
H -1.778 1.669 2.168 -0.15 -0.35 0.01
C -2.353 -1.224 0.573 0.14 0.26 0.31
C -1.779 -1.671 1.797 -0.60 0.31 0.17
H -1.630 -2.703 2.104 -0.06 0.39 -0.20
H -1.107 -0.561 3.611 -0.01 -0.03 -0.38
H -2.907 0.842 -0.106 0.31 -0.22 0.07
H -2.763 -1.859 -0.212 0.27 0.18 0.16
O 0.174 -0.825 -3.322 0.25 -0.31 -1.57
C -0.418 -0.495 -4.625 -0.26 -0.05 -0.02
C 0.304 -1.291 -5.728 0.28 0.00 0.11
H -0.353 0.598 -4.792 0.10 -0.60 0.21
H -1.492 -0.761 -4.647 0.42 0.05 0.34
C 1.063 -2.408 -4.974 -0.08 0.31 0.03
H 0.984 -0.648 -6.311 -0.20 -0.26 0.31
H -0.403 -1.746 -6.431 0.09 0.33 0.17
C 0.940 -2.045 -3.486 -0.05 -0.25 0.39
H 2.111 -2.469 -5.292 -0.31 -0.03 0.11
H 0.588 -3.372 -5.141 0.11 -0.01 -0.12
H 1.949 -1.938 -3.045 -0.53 0.22 0.05
H 0.388 -2.828 -2.943 0.33 0.08 -0.10
Se 1.249 -2.889 2.163 0.05 0.41 -1.57
C 1.210 -2.593 4.018 -0.20 0.56 1.74
C -0.010 -2.744 4.718 0.59 0.25 -0.29
C -0.137 -2.308 6.035 0.21 0.22 0.25
C 0.951 -1.706 6.693 0.19 -0.47 -0.22
C 2.215 -1.724 6.076 -0.34 -0.03 0.17
C 2.344 -2.160 4.756 -0.61 -0.02 -0.66
H -0.860 -3.164 4.186 0.08 0.00 0.21
H -1.089 -2.452 6.560 0.36 0.22 -0.24
H 0.829 -1.275 7.693 0.08 -0.37 -0.40
H 3.108 -1.415 6.633 -0.47 0.04 -0.31
H 3.305 -2.105 4.238 -0.20 -0.10 0.28
```
Forces are in eV/Å.

Energy above the lowest of the compared OMol25 structures with the same formula, charge and spin: 0.0000 eV
Total charge: +1
E_LUMO (spin up / spin down): -4.6 / -4.6 eV
HOMO-LUMO gap (spin up / spin down): 5.792 / 5.785 eV

This record from the Open Molecules 2025 dataset describes an isolated molecule of C25H33ClN4OS. The level of theory is ωB97M-V/def2-TZVPD.

XYZ file:
```
65
Properties=species:S:1:pos:R:3:forces:R:3
C 0.702 3.952 2.530 0.15 -0.05 -0.26
H 1.279 3.978 3.451 0.03 0.01 0.12
H -0.101 3.229 2.650 -0.10 -0.06 0.05
H 0.267 4.934 2.366 -0.09 0.13 0.04
C 1.599 3.569 1.350 -0.27 0.11 0.15
N 2.193 2.264 1.484 0.31 0.31 0.00
C 1.551 1.121 1.087 -0.15 -0.39 -0.16
C 0.245 1.140 0.577 -0.04 0.09 0.10
C -0.354 0.002 0.086 0.12 -0.21 0.16
C 0.327 -1.208 0.060 -0.06 -0.08 0.26
C 1.598 -1.247 0.617 -0.38 0.05 -0.10
C 2.208 -0.124 1.145 0.06 0.01 0.13
C 3.575 -0.252 1.760 0.13 0.13 0.01
C 4.307 1.081 1.725 -0.08 -0.04 0.21
C 3.387 2.155 2.292 0.24 -0.11 -0.01
H 3.133 1.909 3.334 0.08 0.06 0.01
H 3.894 3.123 2.287 -0.08 -0.03 0.03
H 4.560 1.338 0.697 0.04 0.03 0.04
H 5.228 1.033 2.307 0.03 0.01 -0.01
H 3.468 -0.584 2.799 0.06 -0.02 -0.02
H 4.150 -1.017 1.235 -0.03 -0.04 0.03
H 2.140 -2.185 0.639 0.09 -0.11 -0.03
C -0.279 -2.428 -0.581 0.27 -0.20 0.31
N -0.889 -2.178 -1.884 0.23 0.25 0.06
C -0.471 -1.217 -2.734 0.00 -0.12 -0.35
S -1.406 -0.711 -4.004 -0.33 0.29 -0.48
N 0.809 -0.751 -2.549 0.16 -0.86 0.12
C 1.266 0.559 -2.586 0.14 0.57 -0.19
C 2.598 0.781 -2.233 -0.11 -0.03 -0.08
C 3.092 2.069 -2.206 -0.29 0.02 -0.04
C 2.296 3.159 -2.513 0.08 0.07 0.04
C 0.977 2.928 -2.864 0.14 -0.04 0.08
C 0.460 1.648 -2.907 -0.16 -0.02 -0.01
H -0.568 1.493 -3.185 0.01 0.00 0.00
H 0.339 3.764 -3.108 -0.07 0.07 -0.03
H 2.699 4.158 -2.480 0.08 0.08 0.00
Cl 4.749 2.326 -1.777 0.27 0.05 0.01
H 3.237 -0.049 -1.972 0.10 -0.09 0.03
H 1.427 -1.373 -2.044 -0.18 0.17 0.02
C -2.104 -2.909 -2.171 -0.55 -0.02 -0.17
H -2.209 -2.975 -3.256 0.03 -0.12 0.18
H -1.999 -3.917 -1.762 0.03 0.00 0.01
C -3.356 -2.220 -1.612 0.25 -0.12 -0.10
N -3.339 -2.165 -0.161 -0.16 0.06 -0.02
C -3.822 -3.384 0.464 0.11 0.05 0.37
C -3.591 -3.287 1.974 0.03 -0.32 -0.23
O -4.246 -2.171 2.525 -0.15 -0.04 0.08
C -3.820 -0.986 1.894 -0.06 0.32 -0.26
C -4.072 -1.037 0.388 0.09 0.00 0.37
H -3.715 -0.114 -0.073 -0.02 0.02 -0.02
H -5.157 -1.127 0.203 0.03 0.05 -0.02
H -4.386 -0.174 2.355 0.07 0.00 -0.04
H -2.744 -0.832 2.072 -0.08 0.03 -0.02
H -3.995 -4.164 2.484 0.08 0.01 -0.04
H -2.509 -3.217 2.170 -0.07 -0.05 -0.02
H -3.277 -4.243 0.068 -0.01 -0.04 0.01
H -4.899 -3.534 0.271 0.07 -0.02 -0.04
H -3.369 -1.200 -2.001 -0.02 -0.07 -0.03
H -4.248 -2.740 -1.996 -0.04 0.04 -0.01
H 0.479 -3.221 -0.670 -0.04 0.06 0.08
H -1.088 -2.794 0.056 0.15 -0.04 -0.12
H -1.356 0.056 -0.311 -0.15 0.05 -0.12
H -0.319 2.058 0.556 -0.04 0.15 0.00
H 2.412 4.297 1.267 -0.06 -0.06 -0.08
H 1.035 3.606 0.415 0.08 0.05 0.01
```
Forces are in eV/Å.

Energy above the lowest of the compared OMol25 structures with the same formula, charge and spin: 0.0000 eV
E_LUMO: 0.7 eV
SMILES: CCN1CCCc2cc(CN(CCN3CCOCC3)C(=S)Nc3cccc(Cl)c3)ccc21
HOMO-LUMO gap: 7.954 eV